(1)
Molecular formula: C3H6Cl6
Method: DFT, ωB97M-V/def2-TZVPD

Positions of all 15 atoms, in Å:
Cl1 -0.16651 3.16810 0.36642
Cl2 0.83700 -1.78507 -0.98670
Cl3 -2.82357 -3.73523 1.08286
Cl4 -1.53160 -0.09465 -0.75175
Cl5 2.21074 2.84237 -1.32238
Cl6 -0.74953 -3.81266 3.16892
C1 0.01440 -0.32689 -1.54703
C2 1.36934 3.85859 -0.14161
C3 -1.19129 -3.22907 1.55866
H1 0.65221 0.52244 -1.32994
H2 -0.49671 -3.62728 0.83295
H3 1.18972 4.82157 -0.60295
H4 -0.14923 -0.42260 -2.61287
H5 2.00685 3.96776 0.72702
H6 -1.17182 -2.14738 1.55840

Energy above the lowest of the compared OMol25 structures with the same formula, charge and spin (kJ/mol): 0.7
HOMO (eV): -10.76
Structure (SMILES): ClCCl.ClCCl.ClCCl

(2)
Molecular formula: C3H6ClFS
Method: DFT, ωB97M-V/def2-TZVPD

Positions of all 12 atoms, in Å:
Cl1 -0.48464 -0.00390 -2.80146
S1 1.87275 0.41779 -0.20109
F1 -0.00504 1.73601 -0.41779
C1 -0.17088 -0.62531 1.29420
C2 0.21560 -0.59735 -0.15730
C3 -0.62258 0.44803 -1.02455
H1 -1.63927 0.12281 -0.57557
H2 -0.52287 0.46858 1.47599
H3 -1.09777 -1.48671 1.69415
H4 1.00788 -0.58748 1.85620
H5 0.38497 -1.65394 -0.73776
H6 1.06186 1.76147 -0.40502

Energy above the lowest of the compared OMol25 structures with the same formula, charge and spin (kJ/mol): 594.1
HOMO (eV): -8.30

(3)
Molecular formula: C3H6ClFS
Method: DFT, ωB97M-V/def2-TZVPD

Positions of all 12 atoms, in Å:
Cl1 0.61285 1.57330 -0.22899
S1 -1.95126 -0.46828 -0.44677
F1 2.37000 -1.11994 -0.09755
C1 -0.99011 -0.14635 1.08312
C2 0.46876 0.05576 0.65310
C3 0.95967 -1.01820 -0.28972
H1 0.78442 -0.76108 -1.26604
H2 -3.02256 0.27926 -0.05756
H3 1.25204 -0.00850 1.47874
H4 -1.25496 -0.90641 1.76479
H5 0.44758 -1.93504 -0.12803
H6 -1.36472 0.81026 1.44826

Energy above the lowest of the compared OMol25 structures with the same formula, charge and spin (kJ/mol): 59.1
HOMO (eV): -9.46
Structure (SMILES): FC[C@@H](Cl)CS

(4)
Molecular formula: C3H6ClIO
Method: DFT, ωB97M-V/def2-TZVPD

Positions of all 12 atoms, in Å:
I1 4.03273 0.17600 0.00728
Cl1 1.12141 -2.37793 0.46197
O1 1.07406 -0.93572 -1.63230
C1 1.21106 -0.90932 -0.33344
C2 -1.24178 0.07264 0.21706
C3 1.68720 0.34507 0.28973
H1 -1.30061 -0.18123 1.29794
H2 1.57254 1.21716 -0.25543
H3 -1.42538 -0.72378 -0.48033
H4 1.57179 -0.17917 -2.10540
H5 -0.99272 1.06949 -0.06727
H6 1.74861 0.42660 1.37008

Energy above the lowest of the compared OMol25 structures with the same formula, charge and spin (kJ/mol): 318.8
HOMO (spin up / spin down) (eV): -8.69 / -7.42